Entry 1:
C22H25BrHfN6O6PS as an isolated structure. Source: OMol25; level of theory: the ωB97M-V functional and the def2-TZVPD basis.

```
63
Properties=species:S:1:pos:R:3:mulliken_charge:R:1
Hf 1.081 -0.621 -0.574 1.37
O 0.642 -2.795 -0.297 -0.52
S -0.735 -2.538 0.268 0.18
O -0.261 -2.084 1.775 -0.18
O -1.061 -1.171 -0.339 -0.38
C -1.233 -1.425 2.549 0.20
C -2.070 -2.201 3.329 -0.47
C -3.005 -1.569 4.134 -0.57
C -3.082 -0.183 4.150 -0.89
C -2.228 0.570 3.363 0.03
C -1.281 -0.036 2.537 0.29
P -0.144 0.972 1.519 1.01
C 0.709 2.026 2.734 0.85
C 2.006 1.722 3.137 0.01
C 2.633 2.482 4.114 -0.76
C 1.971 3.549 4.699 -0.50
C 0.674 3.858 4.308 -0.90
C 0.046 3.101 3.334 -0.27
C -1.261 2.111 0.646 0.45
C -2.557 1.729 0.312 -0.54
C -3.342 2.545 -0.491 -0.84
C -2.836 3.739 -0.981 -0.55
C -1.538 4.118 -0.667 -0.84
C -0.754 3.309 0.140 -0.47
H -1.971 -3.277 3.311 0.51
H -3.666 -2.159 4.754 0.41
H -3.806 0.313 4.782 0.46
H -2.297 1.651 3.386 0.23
H 2.533 0.895 2.684 -0.01
H 3.643 2.239 4.415 0.43
H 2.462 4.143 5.459 0.40
H 0.152 4.690 4.761 0.42
H -0.961 3.362 3.036 0.30
H -2.962 0.793 0.676 0.42
H -4.353 2.245 -0.733 0.44
H -3.450 4.373 -1.606 0.42
H -1.134 5.046 -1.050 0.45
H 0.257 3.621 0.378 0.60
C 0.535 -4.277 -4.929 -1.03
N 0.005 -3.162 -4.153 0.09
C -1.408 -2.820 -4.265 -1.02
C 0.788 -2.395 -3.369 0.59
N 0.393 -1.353 -2.712 -0.54
N 2.123 -2.767 -3.310 -0.01
C 3.132 -2.041 -2.715 0.40
N 4.378 -2.447 -3.043 -0.38
N 2.891 -1.055 -1.921 -0.33
H -0.297 -4.812 -5.375 0.27
H 1.064 -4.990 -4.293 0.41
H 1.185 -3.942 -5.742 0.38
H -1.916 -3.611 -4.808 0.27
H -1.554 -1.881 -4.803 0.38
H -1.869 -2.743 -3.279 0.36
H -0.587 -1.149 -2.866 0.14
H 2.410 -3.535 -3.890 0.16
H 4.543 -3.256 -3.614 0.17
H 5.160 -2.087 -2.524 0.23
H 3.738 -0.640 -1.547 0.27
O 2.169 1.282 -0.632 -0.55
N 1.398 1.814 -1.518 1.23
O 1.624 2.822 -2.082 -0.61
O 0.351 1.089 -1.721 -0.56
Br 2.926 -1.186 1.160 -0.50
```

Summary:
Kohn-Sham gap ... 8.62 eV
Total charge ... +1
LUMO energy ... -2.449 eV

---

Entry 2:
One molecule with the formula C11H12N2O. Source: OMol25; level of theory: the ωB97M-V functional and the def2-TZVPD basis.

```
26
Properties=species:S:1:pos:R:3:mulliken_charge:R:1
C -0.723 3.604 -1.022 -0.51
C -1.558 3.197 -0.043 -0.51
C 0.513 2.989 -1.200 -0.54
C -1.228 2.191 0.786 -0.10
C 0.804 1.886 -0.350 -0.01
C -0.121 1.382 0.594 0.58
C -0.611 -1.847 1.726 -0.85
C -0.489 -2.289 0.422 -0.05
C 0.644 -1.615 -1.684 0.60
C -0.492 -0.426 2.156 -0.29
C 1.242 -2.992 -2.007 -1.13
N 0.304 0.307 1.273 -0.42
N 0.099 -1.496 -0.499 -0.24
O 0.747 -0.725 -2.460 -0.55
H -0.875 4.453 -1.531 0.48
H -2.474 3.664 0.280 0.34
H 1.347 3.254 -1.973 0.24
H -2.062 1.951 1.559 0.12
H 1.726 1.263 -0.562 0.27
H -1.025 -2.439 2.557 0.34
H -0.741 -3.217 -0.002 0.61
H -1.615 -0.239 2.183 0.27
H 0.087 -0.316 3.079 0.34
H 1.951 -2.680 -2.844 0.31
H 0.551 -3.607 -2.429 0.30
H 1.601 -3.388 -1.063 0.38
```

Summary:
2S+1 ... 3
Expectation value of S² ... 2.072
Energy relative to the best compared isomer or geometry (same formula, charge and spin) ... 0.0 kcal per mole
Kohn-Sham gap (alpha / beta) ... 8.50 / 6.80 eV
Total charge ... 0
LUMO energy (alpha / beta) ... 0.761 / -1.701 eV

---

Entry 3:
One molecule with the formula CH4ClNS. Source: OMol25; level of theory: the ωB97M-V functional and the def2-TZVPD basis.

```
8
Properties=species:S:1:pos:R:3:mulliken_charge:R:1
C 0.874 1.875 -0.800 -0.26
H 0.942 -0.852 1.302 0.20
H 1.625 2.538 -1.211 0.25
H -0.173 2.057 -1.066 0.28
H -2.025 -1.183 0.418 0.14
N 1.281 0.944 -0.038 -0.43
S 0.078 -0.089 0.612 -0.26
Cl -0.931 -1.117 -0.245 0.09
```

Summary:
Energy relative to the best compared isomer or geometry (same formula, charge and spin) ... 239.7 kcal per mole
Kohn-Sham gap ... 5.97 eV
Total charge ... 0
LUMO energy ... 0.522 eV

---

Entry 4:
C29H26F10N7O2OsSe as an isolated structure. Source: OMol25; level of theory: the ωB97M-V functional and the def2-TZVPD basis.

```
76
Properties=species:S:1:pos:R:3:mulliken_charge:R:1
Os 0.570 0.537 -0.207 0.12
C 0.023 0.151 2.855 -1.20
N 0.370 1.168 1.846 0.26
C 1.719 1.704 2.162 -1.20
C 2.784 0.738 1.648 -0.64
N 2.411 0.279 0.302 1.23
C 3.433 -0.393 -0.403 -1.16
C 4.019 0.148 -1.540 0.36
F 3.706 1.393 -1.918 -0.37
C 4.951 -0.549 -2.287 0.43
F 5.481 0.000 -3.374 -0.30
C 5.344 -1.814 -1.884 0.53
F 6.241 -2.489 -2.588 -0.29
C 4.814 -2.360 -0.727 0.23
F 5.202 -3.562 -0.317 -0.29
C 3.878 -1.648 0.000 0.27
F 3.405 -2.191 1.130 -0.32
C -0.703 2.198 1.785 -1.22
C -1.848 1.698 0.906 -0.54
N -1.313 1.065 -0.312 1.48
C -2.084 1.210 -1.481 -0.83
C -2.188 2.445 -2.117 -0.08
F -1.623 3.524 -1.551 -0.46
C -2.827 2.601 -3.331 0.38
F -2.871 3.794 -3.918 -0.34
C -3.407 1.502 -3.945 0.67
F -4.022 1.638 -5.111 -0.30
C -3.353 0.266 -3.324 0.28
F -3.936 -0.786 -3.884 -0.30
C -2.707 0.138 -2.106 0.26
F -2.721 -1.063 -1.512 -0.41
H 0.067 0.594 3.854 0.31
H 0.722 -0.680 2.792 0.28
H -0.987 -0.211 2.681 0.25
H 1.827 1.857 3.240 0.43
H 1.824 2.663 1.662 0.42
H 2.939 -0.111 2.321 0.48
H 3.734 1.277 1.592 0.50
H -0.275 3.092 1.340 0.44
H -1.061 2.440 2.790 0.43
H -2.491 2.545 0.659 0.58
H -2.473 0.979 1.453 0.32
C 1.126 3.645 -3.154 -2.34
C 0.988 2.389 -2.354 0.07
N 0.990 2.371 -1.045 0.51
O 1.149 3.556 -0.335 -0.50
C 0.890 1.137 -3.025 0.29
C 1.018 0.951 -4.500 -2.01
N 0.779 0.089 -2.205 1.54
O 0.788 -1.076 -2.656 -0.87
H 0.735 4.532 -2.656 0.86
H 0.572 3.540 -4.085 0.43
H 2.174 3.814 -3.411 0.37
H 1.362 4.257 -0.966 0.35
H 1.716 1.665 -4.938 0.48
H 0.058 1.053 -5.013 0.26
H 1.384 -0.055 -4.694 0.43
C 0.285 -3.781 2.832 -1.11
N -0.945 -3.121 2.422 0.36
C -1.104 -2.356 1.333 -0.76
Se 0.127 -1.997 -0.038 -0.15
N -2.376 -1.923 1.314 0.59
C -3.065 -2.407 2.419 0.80
C -4.376 -2.252 2.847 -0.75
C -4.722 -2.894 4.022 -0.61
C -3.795 -3.659 4.742 -0.62
C -2.491 -3.814 4.312 -0.64
C -2.147 -3.172 3.130 0.52
H 0.973 -3.792 1.992 0.33
H 0.056 -4.800 3.133 0.42
H 0.740 -3.248 3.667 0.34
H -2.743 -1.418 0.521 -0.02
H -5.093 -1.667 2.288 0.47
H -5.733 -2.806 4.394 0.41
H -4.111 -4.142 5.657 0.41
H -1.779 -4.407 4.869 0.44
```

Summary:
Energy relative to the best compared isomer or geometry (same formula, charge and spin) ... 0.0 kcal per mole
Kohn-Sham gap ... 6.62 eV
Total charge ... +1
LUMO energy ... -3.864 eV

---

Entry 5:
A 9-piece molecular cluster, C43H65F12N8O5P overall. Source: OMol25; level of theory: the ωB97M-V functional and the def2-TZVPD basis.

```
134
Properties=species:S:1:pos:R:3:mulliken_charge:R:1
C -3.240 -1.566 2.918 -1.37
C -2.226 -0.567 2.321 -0.43
P -1.279 -1.476 1.027 0.53
C -0.433 -2.965 1.706 -0.67
C -0.988 -4.267 1.082 -1.72
C 0.038 -0.402 0.204 0.00
C 1.206 -0.242 1.207 -0.47
C 0.887 0.657 2.431 0.34
C 1.881 1.821 2.618 -1.03
C 1.513 3.105 1.874 -0.34
C 0.190 3.738 2.327 -0.96
C -0.650 4.239 1.127 0.75
C -1.533 5.448 1.464 -0.92
O -2.780 5.415 0.751 -0.52
C -2.593 5.351 -0.636 -0.17
O -0.371 0.950 -0.141 0.34
C 0.365 1.385 -1.189 -1.65
O 0.370 2.516 -1.558 -0.64
C 1.149 0.214 -1.852 3.47
C 2.657 0.292 -1.509 -2.34
O 3.010 1.572 -0.949 -0.29
C 4.106 2.137 -1.459 1.02
F 4.407 3.205 -0.729 -0.23
F 5.173 1.314 -1.420 -0.30
F 3.949 2.533 -2.729 -0.27
C 1.103 0.338 -3.384 0.07
C 1.579 -0.930 -4.118 -1.93
F -0.125 0.764 -3.871 -0.43
C 0.437 -0.963 -1.186 -0.34
C -0.730 -1.582 -1.973 -1.90
C -1.967 -0.709 -2.083 0.95
O -2.863 -1.377 -2.991 -0.50
C -3.838 -0.552 -3.549 -0.90
C -5.209 -0.685 -2.893 1.05
F -6.068 0.113 -3.576 -0.33
F -5.668 -1.965 -3.034 -0.34
C -5.277 -0.362 -1.383 0.44
F -4.745 -1.391 -0.695 -0.26
F -4.582 0.771 -1.162 -0.28
C -6.703 -0.152 -0.814 0.68
F -7.322 0.893 -1.376 -0.27
F -6.513 0.163 0.494 -0.29
C -7.587 -1.436 -0.855 0.21
F -8.276 -1.531 0.308 -0.28
F -8.469 -1.348 -1.868 -0.27
H -2.776 -2.060 3.773 0.36
H -3.466 -2.360 2.202 0.28
H -4.151 -1.067 3.239 0.38
H -2.732 0.251 1.808 0.48
H -1.631 -0.161 3.140 0.37
H 0.629 -2.941 1.461 0.39
H -0.481 -3.026 2.789 0.79
H -0.162 -4.871 0.734 0.61
H -1.611 -4.068 0.211 0.35
H -1.533 -4.866 1.811 0.31
H 1.496 -1.207 1.623 0.17
H 2.113 0.168 0.762 -0.25
H 0.925 0.060 3.345 0.22
H -0.104 1.100 2.363 -0.07
H 2.901 1.501 2.385 -0.44
H 1.867 2.065 3.687 0.66
H 2.302 3.827 2.095 0.81
H 1.542 2.947 0.795 -0.17
H -0.406 3.063 2.948 0.43
H 0.390 4.618 2.940 0.40
H 0.065 4.554 0.369 0.35
H -1.241 3.403 0.756 -0.35
H -1.726 5.559 2.529 0.44
H -1.010 6.340 1.120 0.42
H -2.424 4.331 -1.000 0.05
H -1.753 5.974 -0.967 -0.09
H -3.500 5.716 -1.125 0.33
H 2.879 -0.462 -0.758 0.16
H 3.272 0.102 -2.386 0.75
H 1.813 1.130 -3.642 0.81
H 1.579 -1.793 -3.468 0.46
H 2.554 -0.786 -4.576 0.33
H 0.829 -1.127 -4.885 0.53
H 1.101 -1.813 -0.974 1.01
H -0.437 -1.821 -2.994 0.31
H -1.031 -2.531 -1.530 0.35
H -1.750 0.299 -2.436 0.44
H -2.474 -0.613 -1.123 -0.64
H -3.992 -0.868 -4.585 0.46
H -3.571 0.508 -3.577 0.32
H -6.994 -2.344 -0.949 0.26
C -2.093 -7.446 -1.736 -0.72
C -0.889 -6.701 -1.383 0.47
N 0.053 -6.112 -1.096 -0.46
H -2.909 -7.169 -1.071 0.27
H -2.378 -7.225 -2.762 0.28
H -1.903 -8.514 -1.647 0.15
C 0.218 -11.559 -1.243 -0.78
C -0.788 -11.208 -2.241 0.37
N -1.577 -10.930 -3.027 -0.40
H 1.139 -11.014 -1.440 0.27
H -0.142 -11.302 -0.249 0.27
H 0.419 -12.628 -1.284 0.31
C -0.077 7.869 -3.289 -0.90
C 0.418 7.664 -1.932 0.43
N 0.812 7.497 -0.867 -0.38
H 0.078 6.967 -3.877 0.26
H -1.141 8.098 -3.261 0.28
H 0.454 8.697 -3.755 0.34
C 6.151 0.586 1.715 -0.84
C 5.174 -0.153 2.511 0.52
N 4.407 -0.735 3.136 -0.37
H 6.064 1.652 1.921 0.30
H 7.156 0.253 1.965 0.38
H 5.969 0.416 0.657 0.11
C 4.883 3.557 5.528 -0.98
C 3.919 4.176 4.623 0.39
N 3.152 4.657 3.918 -0.33
H 5.859 4.023 5.404 0.32
H 4.556 3.684 6.558 0.31
H 4.963 2.493 5.309 0.25
C 2.346 -2.959 5.095 -0.74
C 1.699 -3.941 4.231 0.48
N 1.203 -4.696 3.523 -0.42
H 2.384 -3.333 6.116 0.36
H 3.358 -2.767 4.742 0.21
H 1.784 -2.026 5.075 0.17
C 2.421 -4.696 -6.875 -0.87
C 2.180 -4.205 -5.522 0.36
N 1.985 -3.819 -4.459 -0.36
H 3.472 -4.952 -6.992 0.27
H 1.816 -5.581 -7.059 0.28
H 2.158 -3.928 -7.600 0.27
C 2.239 8.262 4.466 -0.95
C 1.377 7.602 3.493 0.37
N 0.698 7.081 2.729 -0.28
H 2.353 7.630 5.344 0.24
H 3.219 8.441 4.026 0.26
H 1.802 9.213 4.763 0.35
```

Summary:
Kohn-Sham gap ... 7.50 eV
Total charge ... 0
LUMO energy ... 0.324 eV
SMILES string ... CCP(CC)[C@]1(CCCCCCCOC)OC(=O)[C@](COC(F)(F)F)([C@@H](C)F)[C@@H]1CCOCC(F)(F)C(F)(F)C(F)(F)C(F)F.CC#N.CC#N.CC#N.CC#N.CC#N.CC#N.CC#N.CC#N

---

Entry 6:
A 2-piece molecular cluster, C9H9NO overall. Source: OMol25; level of theory: the ωB97M-V functional and the def2-TZVPD basis.

```
20
Properties=species:S:1:pos:R:3:mulliken_charge:R:1
C -3.097 0.679 -0.241 -0.55
C -2.517 -0.247 -1.092 -0.31
C -2.342 1.328 0.722 -0.27
C -1.161 -0.535 -0.980 -0.56
C -0.982 1.056 0.847 -0.56
C -0.469 0.131 -0.009 0.33
C 2.591 0.822 -0.382 0.42
C 1.881 -0.321 0.051 0.62
C 2.129 -1.779 0.102 -1.20
N 2.373 0.694 0.980 -0.45
O 3.073 1.551 -1.187 -0.54
H -4.150 0.903 -0.334 0.36
H -3.108 -0.739 -1.851 0.36
H -2.809 2.052 1.374 0.36
H -0.691 -1.248 -1.638 0.36
H -0.366 1.555 1.577 0.40
H 2.093 -2.204 -0.898 0.29
H 1.380 -2.274 0.721 0.29
H 3.114 -1.978 0.533 0.41
H 3.059 0.556 1.707 0.24
```

Summary:
Energy relative to the best compared isomer or geometry (same formula, charge and spin) ... 118.3 kcal per mole
Kohn-Sham gap (alpha / beta) ... 8.45 / 8.45 eV
Total charge ... 0
LUMO energy (alpha / beta) ... 0.137 / 0.136 eV

---

Entry 7:
One molecule with the formula C5H6O. Source: OMol25; level of theory: the ωB97M-V functional and the def2-TZVPD basis.

```
12
Properties=species:S:1:pos:R:3:mulliken_charge:R:1
C 0.451 -1.188 0.606 -1.15
C -0.090 0.022 -0.118 -0.01
C 0.527 0.560 -1.184 -0.09
O 1.839 0.361 -1.465 -0.52
C -1.316 0.600 0.340 -0.43
C -2.276 1.157 0.812 0.10
H 0.627 -1.040 1.676 0.30
H -0.297 -1.981 0.498 0.29
H 1.371 -1.556 0.140 0.38
H 2.265 0.233 -0.606 0.32
H 0.025 1.180 -1.921 0.40
H -3.127 1.652 1.222 0.41
```

Summary:
Energy relative to the best compared isomer or geometry (same formula, charge and spin) ... 52.1 kcal per mole
Kohn-Sham gap ... 9.16 eV
Total charge ... 0
LUMO energy ... 0.752 eV
SMILES string ... C#C/C(C)=C/O

---

Entry 8:
One molecule with the formula C21H21NO6. Source: OMol25; level of theory: the ωB97M-V functional and the def2-TZVPD basis.

```
49
Properties=species:S:1:pos:R:3:mulliken_charge:R:1
C 3.137 -2.017 6.570 -0.95
O 3.756 -2.405 5.371 -0.41
C 3.142 -2.089 4.195 0.76
C 1.942 -1.411 4.077 -0.43
C 1.400 -1.138 2.829 -1.37
C 2.059 -1.543 1.679 -0.18
C 3.270 -2.227 1.782 -0.32
C 3.815 -2.502 3.023 0.97
O 4.987 -3.160 3.219 -0.46
C 5.704 -3.591 2.087 -0.90
H 5.126 -4.304 1.491 0.36
H 6.000 -2.749 1.453 0.36
H 6.595 -4.082 2.475 0.21
H 3.763 -2.531 0.876 0.80
N 1.479 -1.248 0.442 -0.03
C 1.928 -1.536 -0.811 0.34
O 2.957 -2.126 -1.082 -0.74
C 1.019 -1.048 -1.863 0.52
C 1.151 -1.117 -3.227 -0.80
C 0.001 -0.504 -3.765 -0.67
C -0.757 -0.104 -2.700 0.31
O -0.145 -0.429 -1.545 -0.32
C -2.061 0.619 -2.636 -0.49
O -1.778 2.005 -2.758 -0.27
C -2.750 2.948 -2.579 0.03
C -2.261 4.248 -2.491 -0.53
C -3.103 5.331 -2.328 -0.55
C -4.465 5.121 -2.242 -0.79
C -4.971 3.836 -2.330 -0.48
C -4.139 2.737 -2.504 1.23
O -4.610 1.449 -2.613 -0.31
C -5.996 1.228 -2.538 -0.99
H -6.123 0.152 -2.647 0.26
H -6.406 1.543 -1.573 0.38
H -6.531 1.737 -3.347 0.37
H -6.038 3.695 -2.267 0.38
H -5.142 5.950 -2.110 0.38
H -2.693 6.327 -2.265 0.37
H -1.192 4.377 -2.559 0.42
H -2.548 0.409 -1.678 0.32
H -2.708 0.285 -3.455 0.33
H -0.237 -0.373 -4.800 0.53
H 1.972 -1.554 -3.755 0.53
H 0.604 -0.743 0.493 0.20
H 0.462 -0.607 2.761 0.34
H 1.408 -1.085 4.954 0.37
H 3.793 -2.365 7.366 0.23
H 3.033 -0.928 6.639 0.37
H 2.151 -2.481 6.686 0.36
```

Summary:
Energy relative to the best compared isomer or geometry (same formula, charge and spin) ... 83.7 kcal per mole
Kohn-Sham gap ... 8.18 eV
Total charge ... 0
LUMO energy ... 0.617 eV
SMILES string ... COc1ccc(NC(=O)c2ccc(COc3ccccc3OC)o2)cc1OC

---

Number 1: calculated total energy -4994.8619 hartree, molar mass 790.913 Da. Number 2: calculated total energy -610.9172 hartree, molar mass 188.230 Da. Number 3: calculated total energy -953.2373 hartree, molar mass 97.570 Da. Number 4: calculated total energy -5144.9149 hartree, molar mass 963.744 Da. Number 5: calculated total energy -4031.3510 hartree, molar mass 1032.994 Da. Number 6: calculated total energy -478.1843 hartree, molar mass 147.177 Da. Number 7: calculated total energy -269.2632 hartree, molar mass 82.102 Da. Number 8: calculated total energy -1318.9730 hartree, molar mass 383.400 Da.